Density functional theory data (the ωB97M-V functional and the def2-TZVPD basis) for C20H31FeGeN2O2 as an isolated structure.

Summary:
* charge: +2
* frontier orbital gap (alpha / beta): 7.93 / 6.25 eV
* energy: -119205.690 eV
* max |F|: 0.6 eV/A
* multiplicity: 6
* <S²>: 8.800

CARTESIAN COORDINATES (ANGSTROEM)
Fe: -1.457 -1.643 0.004
C: -5.346 -2.337 1.492
C: -3.873 -2.165 1.513
O: -3.305 -1.798 0.439
C: -3.170 -2.374 2.749
C: -1.823 -2.230 2.999
C: -1.253 -2.469 4.353
N: -0.994 -1.862 1.973
N: 0.300 -1.775 2.260
C: 1.024 -1.300 1.257
O: 0.388 -0.836 0.147
C: 2.453 -1.306 1.306
C: 3.205 -1.147 0.127
C: 4.580 -1.200 0.183
C: 5.216 -1.397 1.408
C: 4.480 -1.550 2.580
C: 3.104 -1.514 2.537
H: -5.799 -1.417 1.879
H: -5.701 -2.496 0.478
H: -5.658 -3.147 2.149
H: -3.792 -2.659 3.586
H: -2.049 -2.569 5.085
H: -0.661 -3.385 4.344
H: -0.586 -1.660 4.644
H: 2.704 -1.020 -0.823
H: 5.165 -1.099 -0.720
H: 6.296 -1.435 1.447
H: 4.989 -1.698 3.522
H: 2.520 -1.629 3.438
C: -1.059 -0.492 -4.663
C: -0.728 0.277 -3.395
C: -1.615 -0.136 -2.223
C: -1.566 0.815 -1.013
Ge: 0.181 1.112 -0.170
C: 1.759 1.797 -1.053
C: 1.754 3.332 -0.964
C: 0.616 3.977 -1.748
C: 0.644 5.496 -1.667
H: -0.401 -0.198 -5.478
H: -2.085 -0.304 -4.980
H: -0.943 -1.567 -4.519
H: -0.856 1.353 -3.554
H: 0.323 0.127 -3.133
H: -1.307 -1.196 -2.007
H: -2.652 -0.240 -2.553
H: -2.252 0.499 -0.210
H: -1.949 1.785 -1.334
H: 0.065 1.560 1.289
H: 1.791 1.464 -2.089
H: 2.624 1.379 -0.534
H: 2.711 3.697 -1.341
H: 1.704 3.650 0.082
H: -0.352 3.617 -1.368
H: 0.670 3.654 -2.793
H: 0.564 5.835 -0.633
H: -0.176 5.940 -2.229
H: 1.576 5.884 -2.076